[1]
{
  "formula": "C50H46F10N6O2Se4W",
  "method": "wB97M-V/def2-TZVPD",
  "charge": 0,
  "homo_ev": [-6.44, -6.47],
  "gap_ev": [3.575, 3.708],
  "lumo_energy_ev": [-2.87, -2.77],
  "total_energy_ev": -356013.8202,
  "symbols": ["W", "C", "N", "C", "C", "N", "C", "C", "F", "C", "F", "C", "F", "C", "F", "C", "F", "C", "C", "N", "C", "C", "F", "C", "F", "C", "F", "C", "F", "C", "F", "H", "H", "H", "H", "H", "H", "H", "H", "H", "H", "H", "Se", "Se", "Se", "Se", "O", "C", "N", "C", "C", "O", "N", "C", "C", "C", "C", "C", "C", "C", "C", "C", "C", "C", "C", "H", "H", "H", "H", "H", "H", "H", "H", "H", "H", "H", "C", "C", "C", "C", "C", "C", "C", "C", "N", "C", "C", "C", "C", "C", "C", "C", "C", "C", "C", "H", "H", "H", "H", "H", "H", "H", "H", "H", "H", "H", "H", "H", "H", "H", "H", "H", "H", "H", "H", "H", "H", "H", "H"],
  "positions_angstrom": [[0.162677, -0.113629, 1.069702], [-5.157195, 1.862689, 0.512387], [-3.903687, 1.624924, 1.166278], [-2.759517, 1.675933, 0.221759], [-1.565374, 2.488598, 0.590407], [-0.426835, 1.845347, 1.349976], [0.300833, 2.894438, 2.033590], [0.173894, 4.264976, 1.722978], [-0.375172, 4.715189, 0.549690], [0.511863, 5.243174, 2.635109], [0.048073, 6.476281, 2.433284], [1.198862, 4.954090, 3.795520], [1.614441, 5.922396, 4.590780], [1.476464, 3.637901, 4.068608], [2.218475, 3.310653, 5.138300], [0.997589, 2.662337, 3.187983], [1.200818, 1.388323, 3.571469], [-3.933578, 0.373970, 1.884756], [-2.585192, -0.020060, 2.524651], [-1.659079, -0.975669, 1.826793], [-2.047877, -2.307938, 2.009982], [-3.174582, -2.905575, 2.658690], [-3.970072, -2.218418, 3.502754], [-3.416121, -4.298204, 2.738465], [-4.430758, -4.822611, 3.500849], [-2.531033, -5.196472, 2.142983], [-2.717857, -6.536671, 2.140279], [-1.439959, -4.675925, 1.506008], [-0.531041, -5.477584, 0.967560], [-1.252760, -3.318165, 1.377524], [-0.268679, -2.985012, 0.571405], [-5.356210, 1.327510, -0.432737], [-5.330374, 2.959291, 0.374969], [-5.954189, 1.499417, 1.186721], [-3.214895, 2.170914, -0.629218], [-2.587497, 0.619852, -0.018128], [-1.917873, 3.293973, 1.254480], [-1.225899, 2.911245, -0.355789], [-4.321538, -0.479469, 1.284475], [-4.597472, 0.602423, 2.741266], [-2.740512, -0.556896, 3.400508], [-2.020808, 0.869570, 2.837287], [1.001800, -1.567055, 2.958557], [-0.385778, -1.675318, 4.955754], [-0.889129, 0.508115, 5.664816], [-2.213686, -0.753693, 6.935630], [1.359331, -0.996398, -1.931323], [0.171038, -0.987237, -1.943530], [-0.609274, -1.373927, -2.978697], [-1.982037, -1.432483, -2.705136], [-1.960772, -1.060698, -1.232486], [-2.971389, -1.074955, -0.588969], [-0.659854, -0.682522, -0.842551], [-2.711760, -0.490771, -3.625151], [-2.827489, -0.822886, -4.975439], [-3.404261, 0.063449, -5.889681], [-3.903580, 1.307750, -5.456226], [-3.800906, 1.622738, -4.126087], [-3.245793, 0.740336, -3.203658], [-2.599637, -2.812578, -2.621393], [-1.736707, -3.860572, -2.218050], [-2.308845, -5.113251, -1.991932], [-3.683137, -5.345011, -2.140968], [-4.510241, -4.297221, -2.481179], [-3.953285, -2.988663, -2.648637], [-0.175384, -1.584138, -3.874607], [-2.434831, -1.771959, -5.386911], [-3.321583, -0.164808, -6.913368], [-4.253790, 2.029571, -6.162459], [-4.078729, 2.570695, -3.750839], [-3.277170, 1.041440, -2.158201], [-0.689384, -3.659758, -2.091561], [-1.549416, -5.857024, -1.714873], [-4.061334, -6.283798, -1.826960], [-5.592487, -4.599734, -2.588661], [-4.582981, -2.122342, -2.874599], [3.690835, -4.368465, 0.349706], [3.874602, -2.934127, 0.813446], [4.870015, -2.613708, 1.761139], [4.907521, -1.295782, 2.316694], [5.826380, -0.962440, 3.457379], [3.960481, -0.360295, 1.866994], [3.016157, -0.664601, 0.855890], [3.049823, -1.943312, 0.310312], [2.031413, 0.324840, 0.454460], [2.673339, 1.404935, -0.407570], [1.532688, 2.184876, -1.120888], [2.112272, 3.321154, -2.022903], [2.977591, 4.286429, -1.199351], [4.128325, 3.494499, -0.564640], [4.988648, 2.846226, -1.628778], [4.129471, 1.913035, -2.452753], [3.003865, 2.698807, -3.117269], [3.606990, 0.832064, -1.474393], [3.559287, 2.401508, 0.387120], [4.407880, -4.971175, 0.909622], [3.856129, -4.459386, -0.727905], [2.667902, -4.702378, 0.516643], [5.523831, -3.392571, 2.240275], [6.494484, -1.873761, 3.709015], [5.223598, -0.777615, 4.335534], [6.413505, -0.096423, 3.267100], [3.892936, 0.606333, 2.335748], [2.416455, -2.251267, -0.523495], [0.988848, 2.678940, -0.360697], [0.860463, 1.591196, -1.736331], [1.282404, 3.870650, -2.496246], [2.366981, 4.798545, -0.393821], [3.432470, 5.071892, -1.801109], [4.741409, 4.144538, 0.022305], [5.810134, 2.240030, -1.208619], [5.359269, 3.584063, -2.301774], [4.823745, 1.451379, -3.164901], [2.478577, 1.984037, -3.744987], [3.384777, 3.485696, -3.770021], [4.516164, 0.395942, -0.971274], [3.098800, 0.071573, -2.028257], [2.988343, 2.913827, 1.205691], [4.383320, 1.857882, 0.897929]],
  "atomic_forces_ev_per_a": [[-1.68, -0.04, 0.88], [-1.43, 0.75, 0.47], [1.48, 0.13, -0.26], [-1.69, -0.89, 0.31], [-0.09, -0.13, 0.69], [1.28, -0.53, -0.29], [-1.14, -0.27, -0.89], [-0.52, 0.14, -0.74], [0.65, -0.08, 1.08], [-0.60, 0.28, -0.30], [0.51, 0.21, -0.19], [0.22, -0.12, -0.01], [-0.05, 0.22, 0.23], [0.36, -0.43, -0.17], [-0.55, 0.01, -0.58], [0.80, -0.84, 1.65], [0.00, 0.28, -0.26], [-0.01, -0.53, 0.98], [0.69, 0.63, -0.56], [0.05, 1.09, -0.71], [0.36, -1.35, -1.45], [-0.13, -0.32, 1.35], [-0.01, 0.09, -0.63], [-0.01, -0.30, 0.24], [1.13, 1.08, -1.02], [-0.85, -0.56, 0.22], [0.02, 1.11, 0.29], [0.33, 0.30, -0.13], [0.13, -0.38, -0.38], [-1.30, 0.41, 0.99], [1.04, 0.61, -0.71], [0.46, 0.03, -0.02], [0.16, -0.82, -0.12], [0.22, 0.34, -0.19], [0.43, 0.08, -0.44], [0.48, 0.97, -0.19], [-0.04, -0.27, -0.42], [0.46, -0.01, 0.24], [0.03, 0.42, 0.33], [0.13, -0.73, -0.29], [-0.78, -0.25, 1.85], [-0.29, -0.31, -0.31], [0.90, 1.00, -1.45], [-0.81, 0.36, 0.12], [1.05, 0.85, -0.85], [-0.82, -1.00, 0.81], [1.53, 0.16, -0.35], [-1.34, -0.56, 0.09], [1.71, -0.39, -1.21], [-0.92, 0.01, 0.17], [0.02, 1.06, 0.23], [-0.10, -0.36, 0.45], [0.19, -0.08, 0.91], [-1.10, 0.95, 0.14], [0.09, -0.09, -0.68], [0.27, 0.71, 1.65], [0.83, -1.12, -0.44], [0.36, -0.66, 0.50], [0.14, -0.60, -0.20], [1.53, -0.90, 0.47], [-2.00, -0.10, -0.66], [1.53, 0.39, 0.03], [1.35, 0.86, 0.47], [-0.66, 0.34, -0.03], [-1.62, -1.06, -0.80], [-0.26, 0.04, 0.44], [-0.19, 0.52, 0.51], [-0.32, -0.29, -1.14], [-0.30, 0.23, -0.33], [-0.56, 0.91, 0.16], [0.31, -0.34, -0.32], [0.30, -0.22, -0.01], [-0.90, -0.21, 0.06], [-0.46, -0.83, -0.22], [1.17, 1.14, 0.14], [0.06, -0.46, 0.06], [0.34, 0.66, -0.01], [1.28, -0.32, 0.66], [-0.59, 0.57, 0.82], [-0.78, -0.86, -0.99], [0.36, -2.32, 0.33], [-0.13, -0.54, -0.40], [1.07, -0.20, 0.61], [-0.65, -0.07, -0.43], [-0.39, -0.40, 0.61], [-0.64, 0.52, -0.87], [1.43, 0.92, -0.47], [0.13, -0.31, -0.33], [-0.35, 0.00, 1.02], [-0.57, -0.85, 0.47], [-0.22, -0.58, 0.17], [0.35, -0.04, 0.78], [-0.06, -0.41, 0.21], [1.07, -0.37, -0.07], [-0.33, 0.37, 0.98], [-0.25, -0.32, -0.27], [0.22, -0.05, 0.11], [0.00, -0.08, 0.27], [-0.69, 0.76, -0.80], [-0.91, 1.61, -0.47], [-0.12, 0.13, 0.36], [0.65, 0.65, -0.17], [0.04, 0.09, 0.27], [-0.11, 0.45, 0.39], [-0.84, 0.38, 0.69], [0.10, -0.43, 0.15], [0.15, -0.20, 0.20], [0.56, -0.55, -0.79], [-0.24, 0.11, -0.30], [0.36, 0.57, 0.54], [-0.11, 0.55, 0.04], [0.74, 0.81, -0.37], [-0.52, -0.19, -0.20], [-0.54, 0.08, -0.15], [0.16, 0.00, -0.02], [-0.89, 0.16, -0.48], [-0.12, -0.52, -0.18], [0.22, -0.43, -0.62], [-0.41, 0.37, -0.59]]
}


[2]
{
  "formula": "C2H6O2",
  "method": "wB97M-V/def2-TZVPD",
  "charge": 0,
  "homo_ev": -10.06,
  "smiles": "OCCO",
  "gap_ev": 10.854,
  "lumo_energy_ev": 0.79,
  "total_energy_ev": -6263.9562,
  "symbols": ["O", "C", "C", "O", "H", "H", "H", "H", "H", "H"],
  "positions_angstrom": [[1.178755, -1.039324, -0.033003], [-0.153378, -0.750663, -0.333058], [-0.309243, 0.733337, -0.115538], [-0.065010, 1.046331, 1.265842], [1.457203, -1.981715, -0.127213], [-1.060342, -1.459566, 0.303871], [-0.245068, -1.015760, -1.373506], [-1.426721, 0.921551, -0.373972], [0.434376, 1.395951, -0.699787], [0.189427, 2.149859, 1.486365]],
  "atomic_forces_ev_per_a": [[1.33, -1.33, 0.88], [-1.16, -1.94, 1.28], [-1.04, 1.83, 0.00], [0.81, 4.14, 1.26], [-0.86, 1.15, -0.01], [2.76, 2.23, -1.52], [-0.94, 0.24, -0.59], [1.80, 0.29, 0.14], [-1.38, -1.45, 0.20], [-1.31, -5.15, -1.63]]
}